No. 1
The following is a DFT calculation (the ωB97M-V functional and the def2-TZVPD basis) of C42H52BrFN9O3Rb as an isolated structure.

Element x y z (Å)
Rb (0.42, 0.03, -1.12)
C (5.68, 6.07, -0.77)
C (5.13, 4.87, 0.00)
N (3.89, 4.37, -0.56)
C (3.89, 3.17, -1.23)
C (2.82, 2.58, -1.80)
C (2.95, 1.11, -2.24)
O (2.31, 0.76, -3.24)
O (3.61, 0.42, -1.44)
C (1.53, 3.24, -1.74)
O (0.46, 2.80, -2.16)
C (1.53, 4.51, -0.96)
C (0.29, 5.10, -0.71)
C (0.20, 6.13, 0.18)
F (-1.01, 6.67, 0.48)
C (1.33, 6.61, 0.86)
C (2.56, 6.08, 0.56)
C (2.69, 5.01, -0.34)
N (1.20, 7.51, 1.97)
C (0.58, 8.80, 1.68)
C (0.71, 9.69, 2.90)
N (0.04, 9.01, 4.07)
C (0.64, 7.65, 4.33)
C (0.53, 6.83, 3.07)
H (6.61, 6.41, -0.32)
H (4.97, 6.90, -0.78)
H (5.88, 5.78, -1.80)
H (4.98, 5.12, 1.05)
H (5.85, 4.05, -0.02)
H (4.83, 2.64, -1.22)
H (-0.57, 4.68, -1.20)
H (3.41, 6.47, 1.11)
H (-0.48, 8.71, 1.40)
H (1.11, 9.27, 0.85)
H (0.22, 10.65, 2.76)
H (1.75, 9.84, 3.19)
H (-0.95, 8.89, 3.85)
H (0.10, 9.59, 4.90)
H (0.11, 7.20, 5.17)
H (1.69, 7.83, 4.60)
H (-0.53, 6.63, 2.85)
H (1.02, 5.88, 3.23)
C (-2.11, 2.34, -0.59)
N (-3.03, 1.69, 0.31)
C (-3.29, 2.45, 1.52)
C (-3.21, 0.34, 0.25)
N (-2.44, -0.42, -0.47)
C (-3.02, -1.48, -1.15)
C (-4.22, -1.25, -1.81)
C (-4.80, -2.20, -2.66)
C (-4.17, -3.39, -2.89)
C (-2.94, -3.67, -2.26)
C (-2.30, -4.90, -2.55)
C (-1.11, -5.22, -1.97)
C (-0.55, -4.36, -1.02)
C (-1.15, -3.16, -0.66)
N (-0.53, -2.39, 0.32)
C (-0.14, -2.95, 1.43)
N (0.93, -2.44, 2.10)
C (1.91, -1.62, 1.42)
C (0.93, -2.31, 3.55)
N (-0.74, -4.03, 2.06)
C (0.06, -5.08, 2.65)
C (-2.10, -4.42, 1.79)
C (-2.35, -2.74, -1.34)
N (-4.27, -0.13, 1.01)
C (-5.58, 0.48, 0.95)
C (-4.25, -1.49, 1.49)
H (-2.49, 3.35, -0.80)
H (-2.05, 1.81, -1.54)
H (-1.12, 2.41, -0.14)
H (-2.36, 2.88, 1.90)
H (-3.70, 1.81, 2.30)
H (-4.00, 3.26, 1.32)
H (-4.68, -0.28, -1.70)
H (-5.74, -1.97, -3.15)
H (-4.58, -4.12, -3.57)
H (-2.77, -5.57, -3.27)
H (-0.61, -6.15, -2.22)
H (0.39, -4.62, -0.54)
H (2.01, -1.94, 0.38)
H (2.88, -1.77, 1.90)
H (1.65, -0.55, 1.46)
H (0.02, -2.73, 3.97)
H (0.99, -1.26, 3.83)
H (1.79, -2.83, 3.99)
H (1.11, -4.80, 2.66)
H (-0.05, -6.01, 2.08)
H (-0.25, -5.27, 3.68)
H (-2.66, -3.60, 1.36)
H (-2.58, -4.71, 2.74)
H (-2.16, -5.27, 1.10)
H (-5.53, 1.44, 0.46)
H (-5.99, 0.63, 1.96)
H (-6.28, -0.16, 0.39)
H (-3.22, -1.78, 1.67)
H (-4.70, -2.20, 0.79)
H (-4.80, -1.54, 2.43)
Br (-1.89, 2.24, 6.05)
C (-1.07, 1.92, 4.34)
C (-0.18, 2.85, 3.83)
C (0.38, 2.63, 2.57)
C (0.12, 1.51, 1.76)
C (-0.78, 0.61, 2.38)
C (-1.38, 0.79, 3.62)
H (0.06, 3.72, 4.42)
H (1.07, 3.40, 2.20)
H (-1.06, -0.30, 1.84)
H (-2.08, 0.06, 4.02)

## Properties
* E_HOMO: -5.7 eV
* energy relative to the best compared isomer or geometry (same formula, charge and spin): 0.0000 eV
* total energy: -5048.03578 hartree
* orbital gap: 4.206 eV

Atom charges from the Löwdin analysis, given in e for atoms 1 to 5: atom 1 (Rb): 0.921, atom 2 (C): -0.067, atom 3 (C): -0.198, atom 4 (N): -0.040, atom 5 (C): 0.032

***

No. 2
The following is a DFT calculation (the ωB97M-V functional and the def2-TZVPD basis) of C4H8O3 as an isolated structure.

Element x y z (Å)
C (-0.19, 0.06, -1.57)
C (-0.53, 0.49, -0.16)
O (-1.89, 0.18, 0.11)
C (0.28, -0.26, 0.84)
O (1.03, 0.19, 1.68)
C (-0.02, -1.70, 1.05)
O (0.52, -2.33, 1.91)
H (-0.83, 0.61, -2.26)
H (0.86, 0.26, -1.79)
H (-0.38, -1.01, -1.71)
H (-0.33, 1.56, -0.02)
H (-2.10, 0.55, 0.98)
H (2.33, 2.10, -0.11)
H (2.06, 1.72, 0.51)
H (-0.77, -2.24, 0.47)

## Properties
* E_HOMO: -9.9 eV
* energy relative to the best compared isomer or geometry (same formula, charge and spin): 3.1326 eV
* total energy: -382.84970 hartree
* orbital gap: 9.181 eV

Atom charges from the Löwdin analysis, given in e for atoms 1 to 5: atom 1 (C): -0.022, atom 2 (C): -0.407, atom 3 (O): -0.005, atom 4 (C): -0.341, atom 5 (O): 0.096

***

No. 3
The following is a DFT calculation (the ωB97M-V functional and the def2-TZVPD basis) of C9H20N3Si as an isolated structure.

Element x y z (Å)
C (0.68, -0.26, -0.17)
C (-0.24, 0.30, -1.10)
C (-0.91, -1.04, -4.62)
C (-2.28, 1.72, -0.92)
C (2.81, 0.76, 2.61)
C (1.12, -1.98, 2.85)
C (-0.13, 0.76, 3.92)
C (-0.23, 0.26, -2.58)
C (-0.93, -1.12, -3.10)
N (-1.07, 1.02, 0.88)
N (0.45, 0.11, 1.05)
N (-1.16, 0.97, -0.42)
Si (1.14, -0.12, 2.72)
H (1.60, -0.64, -0.47)
H (0.04, -0.67, -4.92)
H (-1.12, -2.08, -5.13)
H (-1.76, -0.38, -5.01)
H (-2.94, 1.22, -1.55)
H (-2.73, 2.04, 0.03)
H (-1.98, 2.50, -1.68)
H (3.07, 0.84, 1.57)
H (2.64, 1.69, 3.12)
H (3.55, 0.32, 3.34)
H (1.41, -2.34, 3.85)
H (0.13, -2.43, 2.58)
H (1.86, -2.26, 2.09)
H (-0.87, 1.26, 3.36)
H (-0.59, 0.05, 4.51)
H (0.54, 1.32, 4.48)
H (-0.69, 1.08, -2.95)
H (0.91, 0.10, -2.88)
H (-0.32, -1.95, -2.68)
H (-2.01, -1.05, -2.79)

## Properties
* 2S+1: 3
* E_HOMO (spin up / spin down): -10.6 / -13.6 eV
* energy relative to the best compared isomer or geometry (same formula, charge and spin): 0.0000 eV
* charge: +1
* total energy: -808.27248 hartree
* orbital gap (spin up / spin down): 7.296 / 7.181 eV

Atom charges from the Löwdin analysis, given in e for atoms 1 to 5: atom 1 (C): -0.072, atom 2 (C): -0.165, atom 3 (C): -0.129, atom 4 (C): 0.019, atom 5 (C): -0.150

***

No. 4
The following is a DFT calculation (the ωB97M-V functional and the def2-TZVPD basis) of a 23-piece molecular cluster, C37H40Cl66O5 overall.

Element x y z (Å)
C (-1.08, -8.18, 4.27)
C (-2.19, -7.53, 3.94)
C (-3.18, -6.29, 3.65)
C (-3.34, -5.70, 2.33)
C (-4.36, -4.42, 2.26)
O (-5.02, -4.21, 1.18)
C (-4.42, -3.50, 3.57)
C (-4.61, -1.87, 3.57)
O (-3.50, -1.34, 4.33)
C (-2.55, -0.61, 3.50)
C (-1.82, -1.48, 2.35)
O (-0.64, -2.10, 2.93)
C (0.59, -1.54, 2.40)
C (1.64, -1.46, 3.66)
O (2.91, -2.11, 3.41)
C (3.01, -3.41, 4.05)
C (3.18, -4.65, 3.02)
C (-4.26, -4.10, 4.90)
C (-4.02, -5.69, 4.92)
O (-4.47, -6.40, 5.87)
H (-0.07, -8.69, 4.54)
H (-2.79, -6.12, 1.42)
H (-4.64, -1.49, 2.48)
H (-5.65, -1.67, 4.02)
H (-1.70, -0.26, 4.22)
H (-2.99, 0.38, 3.06)
H (-2.46, -2.32, 1.89)
H (-1.58, -0.73, 1.48)
H (1.07, -2.20, 1.56)
H (0.50, -0.47, 1.99)
H (1.09, -1.80, 4.61)
H (1.88, -0.33, 3.83)
H (2.16, -3.67, 4.79)
H (3.99, -3.39, 4.69)
H (3.52, -5.62, 3.58)
H (2.20, -4.91, 2.48)
H (4.00, -4.41, 2.26)
H (-4.27, -3.43, 5.85)
C (-1.14, -2.13, -1.55)
Cl (-1.29, -0.64, -0.60)
Cl (0.55, -2.44, -1.96)
Cl (-1.82, -3.51, -0.67)
H (-1.70, -2.00, -2.47)
C (-5.09, -1.14, -2.94)
Cl (-5.46, 0.59, -2.75)
Cl (-3.62, -1.35, -3.91)
Cl (-4.91, -1.91, -1.36)
H (-5.91, -1.61, -3.46)
C (6.27, -1.59, 3.59)
Cl (6.61, -2.57, 5.02)
Cl (7.28, -0.14, 3.58)
Cl (6.50, -2.53, 2.11)
H (5.22, -1.27, 3.64)
C (6.67, 2.77, 1.21)
Cl (4.97, 2.47, 0.85)
Cl (7.70, 2.24, -0.13)
Cl (6.94, 4.49, 1.55)
H (6.94, 2.20, 2.10)
C (-7.35, -3.16, -6.06)
Cl (-7.51, -1.68, -5.09)
Cl (-5.66, -3.44, -6.49)
Cl (-8.01, -4.55, -5.18)
H (-7.92, -3.03, -6.98)
C (5.42, 6.49, -1.86)
Cl (3.94, 6.34, -0.90)
Cl (6.51, 5.13, -1.53)
Cl (5.04, 6.57, -3.58)
H (5.93, 7.41, -1.57)
C (9.79, -0.07, -2.89)
Cl (10.63, -0.83, -1.53)
Cl (9.22, 1.54, -2.43)
Cl (10.85, 0.02, -4.30)
H (8.93, -0.68, -3.14)
C (12.75, 2.95, -2.43)
Cl (13.60, 2.19, -1.07)
Cl (12.18, 4.56, -1.98)
Cl (13.80, 3.03, -3.85)
H (11.88, 2.34, -2.68)
C (10.55, 8.47, -2.23)
Cl (10.18, 9.80, -1.12)
Cl (9.29, 7.23, -2.17)
Cl (10.75, 9.08, -3.88)
H (11.49, 8.02, -1.92)
C (-2.35, -0.62, 7.55)
Cl (-2.48, 0.92, 8.42)
Cl (-0.65, -0.96, 7.15)
Cl (-3.04, -1.94, 8.50)
H (-2.91, -0.53, 6.62)
C (-8.69, -8.19, -6.93)
Cl (-7.71, -6.86, -7.57)
Cl (-9.84, -7.60, -5.73)
Cl (-9.53, -9.02, -8.25)
H (-8.02, -8.91, -6.45)
C (2.52, 10.07, -2.67)
Cl (2.39, 11.60, -1.78)
Cl (4.21, 9.73, -3.08)
Cl (1.84, 8.74, -1.72)
H (1.95, 10.16, -3.59)
C (7.74, 8.94, -6.07)
Cl (8.73, 10.23, -6.76)
Cl (6.60, 9.60, -4.89)
Cl (6.87, 8.06, -7.34)
H (8.39, 8.24, -5.56)
C (-9.02, -3.44, -10.41)
Cl (-9.39, -1.72, -10.24)
Cl (-7.55, -3.66, -11.37)
Cl (-8.83, -4.20, -8.82)
H (-9.84, -3.92, -10.92)
C (10.83, 4.74, 2.88)
Cl (10.45, 6.07, 4.00)
Cl (9.57, 3.50, 2.95)
Cl (11.01, 5.35, 1.23)
H (11.77, 4.29, 3.19)
C (-9.77, -4.44, -14.67)
Cl (-8.59, -3.14, -14.44)
Cl (-10.19, -5.18, -13.11)
Cl (-11.22, -3.84, -15.48)
H (-9.31, -5.21, -15.30)
C (-3.99, -7.83, -1.45)
Cl (-3.66, -8.89, -0.07)
Cl (-2.98, -6.37, -1.37)
Cl (-3.72, -8.68, -2.98)
H (-5.03, -7.53, -1.40)
C (-9.82, -5.71, -2.11)
Cl (-8.64, -4.40, -1.90)
Cl (-10.22, -6.44, -0.56)
Cl (-11.27, -5.10, -2.92)
H (-9.37, -6.47, -2.75)
C (0.04, 2.42, 10.91)
Cl (-0.30, 4.16, 10.98)
Cl (1.51, 2.12, 9.97)
Cl (0.19, 1.75, 12.53)
H (-0.79, 1.93, 10.41)
C (0.05, 4.35, 6.57)
Cl (0.76, 4.93, 5.06)
Cl (0.09, 2.59, 6.65)
Cl (0.89, 5.05, 7.96)
H (-0.99, 4.67, 6.61)
C (1.24, 15.15, 0.08)
Cl (2.44, 16.44, 0.22)
Cl (0.83, 14.50, 1.68)
Cl (-0.21, 15.73, -0.75)
H (1.67, 14.34, -0.51)
C (-8.33, -3.07, 5.08)
Cl (-8.48, -1.53, 5.95)
Cl (-6.64, -3.40, 4.68)
Cl (-9.01, -4.40, 6.04)
H (-8.90, -3.00, 4.15)

## Properties
* E_HOMO: -9.5 eV
* total energy: -32182.17960 hartree
* orbital gap: 7.803 eV

Atom charges from the Löwdin analysis, given in e for atoms 1 to 5: atom 1 (C): 0.087, atom 2 (C): -0.043, atom 3 (C): -0.093, atom 4 (C): 0.065, atom 5 (C): -0.234